{
  "formula": "C2H3N2O2",
  "method": "the ωB97M-V functional and the def2-TZVPD basis",
  "relative_energy_ev": 4.9274,
  "fmax_ev_per_a": 3.33,
  "smiles": "O=N[C@@H]1CN1[O-]",
  "spin_multiplicity": 1,
  "charge": -1,
  "total_energy_ha": -337.82831,
  "e_lumo_ev": [4.4442, 4.4448],
  "species": ["O", "O", "N", "N", "C", "C", "H", "H", "H"],
  "coordinates": [[1.572, -0.278, -1.724], [0.683, 2.975, 1.213], [0.953, 1.740, 1.231], [1.520, -0.164, -0.438], [0.377, 1.008, 0.123], [0.198, -0.490, 0.105], [-0.042, 1.477, -0.701], [-0.684, -0.804, -0.666], [0.129, -0.904, 1.191]],
  "lowdin_charge": [-0.3016, -0.2069, -0.0912, -0.2160, -0.2776, -0.2206, 0.0765, 0.1336, 0.1037]
}